Entry one
{"formula": "C4H10N2S", "method": "ωB97M-V with the def2-TZVPD basis set", "smiles": "[H]/N=C(\\CS)N(C)C", "e_homo_ev": -8.661, "charge": 0, "orbital_gap_ev": 9.54, "species": ["H", "N", "C", "C", "S", "N", "C", "C", "H", "H", "H", "H", "H", "H", "H", "H", "H"], "positions_angstrom": [[2.15, -0.30, -1.60], [1.51, 0.41, -1.23], [0.67, -0.15, -0.44], [0.68, -1.64, -0.13], [-0.70, -2.57, -0.87], [-0.32, 0.59, 0.14], [-1.01, 0.18, 1.35], [-0.27, 2.04, -0.10], [0.67, -1.84, 0.93], [1.63, -2.05, -0.49], [-0.56, -2.05, -2.09], [-1.36, -0.86, 1.26], [-0.39, 0.25, 2.26], [-1.86, 0.79, 1.50], [0.52, 2.52, 0.48], [-1.26, 2.47, 0.17], [-0.10, 2.20, -1.13]], "nbo_charge": [0.33, -0.73, 0.44, -0.59, -0.02, -0.43, -0.41, -0.40, 0.24, 0.23, 0.13, 0.21, 0.18, 0.21, 0.19, 0.19, 0.23]}


Entry two
{"formula": "C4H10N2S", "method": "ωB97M-V with the def2-TZVPD basis set", "e_homo_ev": -8.865, "charge": 0, "orbital_gap_ev": 9.56, "species": ["C", "C", "C", "C", "N", "N", "S", "H", "H", "H", "H", "H", "H", "H", "H", "H", "H"], "positions_angstrom": [[0.30, -2.23, 1.03], [0.45, -1.48, -0.06], [1.23, 2.45, 1.33], [0.20, 3.09, 0.85], [-0.33, 0.33, -1.77], [-1.33, -2.29, -1.88], [-1.06, -0.79, -0.93], [1.18, -2.73, 1.58], [-0.61, -2.59, 1.44], [1.38, -1.09, -0.61], [2.05, 2.28, 0.60], [-2.21, -2.21, -2.34], [1.22, 2.24, 2.34], [-0.57, 3.36, 1.44], [0.30, 3.59, -0.18], [-0.86, 1.16, -1.62], [-1.34, -3.09, -1.25]], "nbo_charge": [-0.41, -0.37, -0.39, -0.38, -1.10, -1.01, 1.12, 0.21, 0.20, 0.26, 0.20, 0.37, 0.19, 0.18, 0.19, 0.36, 0.37]}


Entry three
{"formula": "C4H10N2S", "method": "ωB97M-V with the def2-TZVPD basis set", "smiles": "N[C@H]1CN[C@H]1CS", "e_homo_ev": -8.697, "charge": 0, "orbital_gap_ev": 9.66, "species": ["N", "C", "C", "N", "C", "C", "S", "H", "H", "H", "H", "H", "H", "H", "H", "H", "H"], "positions_angstrom": [[-0.49, 1.84, -0.10], [-0.95, 0.52, 0.16], [-1.10, -0.55, -1.00], [-0.19, -1.46, -0.24], [0.00, -0.46, 0.80], [1.49, -0.01, 0.94], [2.37, 0.18, -0.62], [0.28, 1.88, -0.77], [-1.22, 2.41, -0.50], [-1.86, 0.64, 0.76], [-2.17, -0.86, -1.24], [-0.70, -0.14, -1.93], [-0.64, -2.33, 0.00], [-0.32, -0.83, 1.80], [1.53, 0.93, 1.47], [1.99, -0.80, 1.60], [1.98, -0.97, -1.14]], "nbo_charge": [-0.84, -0.06, -0.24, -0.65, -0.06, -0.54, -0.06, 0.37, 0.36, 0.19, 0.18, 0.18, 0.37, 0.19, 0.24, 0.21, 0.15]}


Entry four
{"formula": "C4H10N2S", "method": "ωB97M-V with the def2-TZVPD basis set", "e_homo_ev": -7.815, "charge": 0, "orbital_gap_ev": 7.87, "species": ["C", "C", "C", "C", "H", "H", "H", "H", "H", "H", "H", "H", "H", "H", "N", "N", "S"], "positions_angstrom": [[-1.62, -1.99, 0.41], [0.25, -0.37, 0.42], [2.05, 0.91, -0.02], [-0.35, 1.62, -0.88], [-1.68, -2.43, 1.60], [-1.22, -2.77, -0.20], [-2.67, -1.75, 0.06], [-1.46, 0.32, 0.52], [1.97, 1.19, 1.13], [2.74, -0.32, -0.19], [2.52, 1.77, -0.69], [-0.48, 2.85, -0.07], [-1.50, 0.76, -1.20], [0.56, 1.64, -2.00], [-1.02, -0.78, 0.03], [0.59, 0.78, -0.13], [1.31, -1.44, 1.21]], "nbo_charge": [-0.41, 0.27, -0.46, -0.52, 0.20, 0.22, 0.20, 0.38, 0.23, 0.26, 0.22, 0.24, 0.31, 0.24, -0.61, -0.52, -0.25]}


How far above the most stable structure does each one sit? In kJ/mol: entry one 0.0; entry two 389.0; entry three 65.7; entry four 812.6.


Entry one
{"formula": "C7H8", "method": "ωB97M-V with the def2-TZVPD basis set", "smiles": "C=C1CC1=C=CC", "e_homo_ev": -8.763, "charge": 0, "orbital_gap_ev": 9.40, "species": ["C", "C", "C", "C", "C", "C", "C", "H", "H", "H", "H", "H", "H", "H", "H"], "positions_angstrom": [[-2.27, -1.35, -0.57], [-1.90, -0.13, -0.24], [-2.43, 1.10, 0.36], [-0.96, 0.84, -0.04], [0.28, 0.74, -0.16], [1.49, 0.74, -0.58], [2.65, 0.30, 0.13], [-3.21, -1.81, -0.06], [-1.59, -2.08, -1.04], [-2.94, 1.24, 1.39], [-2.90, 1.67, -0.45], [1.65, 1.16, -1.54], [3.29, 1.09, 0.15], [3.35, -0.47, -0.18], [2.37, 0.17, 1.18]], "nbo_charge": [-0.40, -0.02, -0.42, -0.12, 0.13, -0.27, -0.63, 0.20, 0.20, 0.24, 0.23, 0.22, 0.22, 0.22, 0.21]}


Entry two
{"formula": "C7H8", "method": "ωB97M-V with the def2-TZVPD basis set", "smiles": "C1=C[C@H]2[C@@H]3C[C@@]23C1", "e_homo_ev": -8.643, "charge": 0, "orbital_gap_ev": 9.86, "species": ["C", "C", "C", "C", "C", "C", "C", "H", "H", "H", "H", "H", "H", "H", "H"], "positions_angstrom": [[1.84, -0.20, -0.18], [1.36, 1.04, 0.10], [-0.09, 1.08, 0.45], [-1.04, 0.60, -0.61], [-2.01, -0.24, 0.06], [-0.53, -0.37, 0.39], [0.70, -1.20, 0.06], [2.83, -0.56, -0.56], [1.99, 2.00, 0.26], [-0.37, 1.99, 1.11], [-0.74, 0.43, -1.57], [-2.62, 0.11, 0.97], [-2.65, -0.87, -0.61], [0.52, -1.87, -0.79], [0.80, -1.97, 0.91]], "nbo_charge": [-0.20, -0.20, -0.26, -0.24, -0.39, -0.03, -0.45, 0.23, 0.22, 0.22, 0.21, 0.21, 0.23, 0.22, 0.22]}


How far above the most stable structure does each one sit? In kJ/mol: entry one 159.6; entry two 0.0.


Entry one
{"formula": "C7H8", "method": "ωB97M-V with the def2-TZVPD basis set", "e_homo_ev": -9.744, "charge": 0, "orbital_gap_ev": 10.69, "species": ["C", "C", "C", "C", "C", "C", "C", "H", "H", "H", "H", "H", "H", "H", "H"], "positions_angstrom": [[-0.43, -1.56, -0.20], [-0.14, 0.20, 0.66], [0.51, 1.32, -0.18], [1.91, 1.01, -0.43], [3.06, 0.70, -0.62], [-1.58, 0.28, 0.76], [-2.66, -0.23, 0.54], [-0.97, -1.05, -0.98], [0.03, -2.47, -0.67], [-0.92, -1.89, 0.70], [0.34, 0.13, 1.64], [-0.04, 1.43, -1.12], [0.46, 2.32, 0.30], [4.08, 0.43, -0.79], [-3.64, -0.61, 0.40]], "nbo_charge": [-0.56, -0.22, -0.50, -0.01, -0.24, -0.05, -0.22, 0.19, 0.21, 0.20, 0.23, 0.24, 0.25, 0.24, 0.24]}


Entry two
{"formula": "C7H8", "method": "ωB97M-V with the def2-TZVPD basis set", "smiles": "C[C@@]12[C@@H]3[C@H]4[C@@H]3[C@@H]1[C@H]42", "e_homo_ev": -8.544, "charge": 0, "orbital_gap_ev": 9.79, "species": ["C", "C", "C", "C", "C", "C", "C", "H", "H", "H", "H", "H", "H", "H", "H"], "positions_angstrom": [[-1.89, 0.02, -0.63], [-0.55, 0.04, 0.00], [0.67, 0.61, -0.72], [1.52, -0.54, -0.23], [1.40, 0.75, 0.58], [0.17, 0.19, 1.33], [0.29, -1.10, 0.54], [-2.62, -0.64, -0.16], [-2.33, 1.02, -0.75], [-1.68, -0.37, -1.64], [0.73, 1.26, -1.59], [2.38, -1.02, -0.68], [2.14, 1.51, 0.79], [-0.19, 0.37, 2.34], [-0.03, -2.10, 0.81]], "nbo_charge": [-0.61, -0.01, -0.25, -0.22, -0.22, -0.23, -0.23, 0.22, 0.21, 0.21, 0.22, 0.23, 0.22, 0.23, 0.22]}


How far above the most stable structure does each one sit? In kJ/mol: entry one 169.9; entry two 0.0.


Entry one
{"formula": "C7H8", "method": "ωB97M-V with the def2-TZVPD basis set", "smiles": "C#CC(C)(C)C#C", "e_homo_ev": -9.865, "charge": 0, "orbital_gap_ev": 10.82, "species": ["C", "C", "C", "C", "C", "C", "C", "H", "H", "H", "H", "H", "H", "H", "H"], "positions_angstrom": [[-0.74, 1.09, -2.22], [-0.34, 0.63, -1.18], [0.10, 0.01, 0.09], [1.47, -0.68, -0.10], [0.17, 1.08, 1.20], [-0.94, -0.98, 0.40], [-1.86, -1.75, 0.51], [-1.12, 1.48, -3.13], [1.39, -1.48, -0.84], [1.80, -1.11, 0.85], [2.21, 0.05, -0.44], [0.87, 1.87, 0.90], [-0.81, 1.52, 1.36], [0.52, 0.63, 2.13], [-2.73, -2.36, 0.48]], "nbo_charge": [-0.22, 0.00, -0.21, -0.57, -0.57, 0.00, -0.21, 0.24, 0.22, 0.21, 0.22, 0.22, 0.22, 0.21, 0.24]}


Entry two
{"formula": "C7H8", "method": "ωB97M-V with the def2-TZVPD basis set", "e_homo_ev": [-8.984, -10.335], "charge": 0, "orbital_gap_ev": [6.87, 9.41], "species": ["C", "C", "C", "C", "C", "C", "C", "H", "H", "H", "H", "H", "H", "H", "H"], "positions_angstrom": [[2.95, 1.17, 1.13], [2.33, 0.25, 1.52], [-0.94, -0.89, -0.66], [-0.13, -1.62, 0.41], [-0.74, 0.39, 0.10], [0.19, -0.34, 1.07], [-0.05, 1.54, -0.59], [-0.47, -1.01, -1.63], [-2.01, -1.24, -0.94], [-0.66, -2.33, 1.08], [0.69, -2.19, 0.07], [-1.52, 0.84, 0.65], [0.64, 1.03, -1.32], [0.46, 2.09, 0.24], [-0.74, 2.31, -1.15]], "nbo_charge": [-0.01, -0.32, -0.40, -0.58, -0.40, 0.43, -0.59, 0.22, 0.22, 0.25, 0.26, 0.25, 0.21, 0.24, 0.22]}


Entry three
{"formula": "C7H8", "method": "ωB97M-V with the def2-TZVPD basis set", "smiles": "C=C1CC12CC2=C", "e_homo_ev": -9.213, "charge": 0, "orbital_gap_ev": 10.22, "species": ["C", "C", "C", "C", "C", "C", "C", "H", "H", "H", "H", "H", "H", "H", "H"], "positions_angstrom": [[-1.04, 1.37, -1.81], [-0.32, 0.39, -1.34], [0.40, -0.89, -1.35], [0.09, -0.26, -0.02], [-0.88, -0.82, 1.08], [0.50, -0.19, 1.31], [1.47, 0.44, 1.93], [-1.34, 1.98, -0.98], [-1.22, 1.55, -2.80], [-0.16, -1.73, -1.77], [1.39, -0.95, -1.70], [-0.99, -1.95, 1.40], [-1.66, -0.29, 1.61], [2.30, 0.86, 1.44], [1.46, 0.50, 3.00]], "nbo_charge": [-0.41, 0.07, -0.42, -0.14, -0.44, 0.02, -0.39, 0.21, 0.21, 0.22, 0.23, 0.22, 0.22, 0.20, 0.19]}


Entry four
{"formula": "C7H8", "method": "ωB97M-V with the def2-TZVPD basis set", "smiles": "C#CC[C@H](C)C#C", "e_homo_ev": -9.945, "charge": 0, "orbital_gap_ev": 10.37, "species": ["C", "C", "C", "C", "C", "C", "C", "H", "H", "H", "H", "H", "H", "H", "H"], "positions_angstrom": [[2.92, 0.75, -0.31], [1.72, 0.87, -0.41], [0.28, 0.98, -0.51], [-0.44, -0.09, 0.31], [-0.19, -1.53, -0.11], [-1.94, 0.14, -0.20], [-2.53, 0.39, 0.84], [3.97, 0.67, -0.23], [-0.04, 0.87, -1.55], [-0.05, 1.98, -0.18], [-0.10, 0.02, 1.38], [-0.53, -1.67, -1.14], [0.87, -1.74, -0.04], [-0.74, -2.23, 0.53], [-3.19, 0.61, 1.63]], "nbo_charge": [-0.25, -0.01, -0.49, -0.18, -0.61, -0.14, -0.13, 0.24, 0.24, 0.24, 0.21, 0.22, 0.22, 0.22, 0.22]}


How far above the most stable structure does each one sit? In kJ/mol: entry one 0.0; entry two 781.3; entry three 139.9; entry four 201.1.


Entry one
{"formula": "C7H8", "method": "ωB97M-V with the def2-TZVPD basis set", "smiles": "CC1=C2C=CC[C@H]12", "e_homo_ev": -7.860, "charge": 0, "orbital_gap_ev": 8.78, "species": ["C", "C", "C", "C", "C", "C", "C", "H", "H", "H", "H", "H", "H", "H", "H"], "positions_angstrom": [[-0.97, -2.50, 0.54], [-0.70, -1.08, 0.45], [-0.80, 0.22, 0.03], [-0.76, 1.55, -0.73], [0.49, 2.14, -0.87], [1.43, 0.99, -0.26], [0.53, 0.08, 0.66], [-1.78, -2.81, -0.13], [-1.25, -2.76, 1.57], [-0.06, -3.05, 0.29], [-1.67, 2.01, -1.10], [0.81, 3.01, -1.39], [2.25, 1.38, 0.33], [1.85, 0.45, -1.11], [0.63, 0.36, 1.71]], "nbo_charge": [-0.67, 0.08, -0.05, -0.23, -0.16, -0.45, -0.27, 0.23, 0.23, 0.24, 0.21, 0.23, 0.21, 0.21, 0.17]}


Entry two
{"formula": "C7H8", "method": "ωB97M-V with the def2-TZVPD basis set", "smiles": "Cc1ccccc1", "e_homo_ev": -9.003, "charge": 0, "orbital_gap_ev": 10.11, "species": ["C", "C", "C", "C", "C", "C", "C", "H", "H", "H", "H", "H", "H", "H", "H"], "positions_angstrom": [[-0.69, 1.39, -1.51], [-0.22, 0.40, -0.49], [-0.99, 0.21, 0.66], [-0.53, -0.67, 1.63], [0.70, -1.30, 1.47], [1.46, -1.09, 0.33], [0.98, -0.27, -0.68], [-1.06, 0.90, -2.43], [-1.55, 2.02, -1.26], [0.10, 2.03, -1.88], [-1.92, 0.73, 0.78], [-1.19, -0.82, 2.48], [1.11, -1.84, 2.31], [2.31, -1.74, 0.17], [1.49, 0.05, -1.58]], "nbo_charge": [-0.64, -0.01, -0.22, -0.20, -0.23, -0.20, -0.22, 0.22, 0.22, 0.22, 0.21, 0.21, 0.21, 0.21, 0.21]}


Entry three
{"formula": "C7H8", "method": "ωB97M-V with the def2-TZVPD basis set", "smiles": "Cc1ccccc1", "e_homo_ev": -8.717, "charge": 0, "orbital_gap_ev": 9.50, "species": ["C", "C", "C", "C", "C", "C", "C", "H", "H", "H", "H", "H", "H", "H", "H"], "positions_angstrom": [[-1.21, -0.11, -2.08], [-0.43, -0.01, -0.80], [0.33, -1.10, -0.32], [1.14, -1.00, 0.80], [0.97, 0.08, 1.65], [-0.09, 1.03, 1.36], [-0.50, 1.15, -0.01], [-2.02, 0.69, -2.27], [-0.65, -0.26, -3.11], [-1.83, -1.01, -2.09], [0.19, -2.06, -0.77], [1.95, -1.74, 0.96], [1.92, 0.31, 2.22], [-0.11, 1.90, 2.04], [-0.72, 1.97, -0.56]], "nbo_charge": [-0.65, -0.04, -0.20, -0.23, -0.23, -0.19, -0.20, 0.22, 0.22, 0.23, 0.21, 0.21, 0.23, 0.21, 0.21]}


How far above the most stable structure does each one sit? In kJ/mol: entry one 494.5; entry two 0.0; entry three 155.9.